Below is a 9-piece molecular cluster, C82H62Cl4N2O10 overall at a distorted geometry, with properties calculated with wB97M-V/def2-TZVPD.

The value obtained for the energy relative to the best compared isomer or geometry (same formula, charge and spin) is 23.35 kJ/mol. The SMILES is O=C1c2ccccc2C(=O)c2ccccc21.O=C1c2ccccc2C(=O)c2ccccc21.O=C1c2ccccc2C(=O)c2ccccc21.O=C1c2ccccc2C(=O)c2ccccc21.O=C1c2ccccc2C(=O)c2ccccc21.CCCC#N.CCCC#N.ClCCCl.ClCCCl. The value obtained for the HOMO energy is -9.5 eV. Its total charge is 0. The energy comes out at -5864.461665 hartree. The LUMO energy comes out at -1.466 eV.

The geometry in XYZ format:
```
160
Properties=species:S:1:pos:R:3:forces:R:3
N -16.414407 -3.010690 6.554376 2.0 -2.4 1.9
H -5.140434 -9.064848 -4.409528 -0.8 0.3 -0.3
H 17.442343 8.858781 5.860628 -0.3 -0.7 -0.2
C 1.503579 9.912358 -6.185558 1.1 1.9 0.4
C -8.210586 0.379049 -11.652646 0.5 0.6 0.3
H -3.193299 -8.774142 -3.150995 0.2 -0.1 -0.1
H -5.440778 8.889042 8.105071 -0.1 0.2 0.1
H -6.126792 0.480459 -11.245111 0.1 0.2 0.2
H 0.238241 -4.534141 2.391786 0.5 -0.1 0.6
C -1.633599 -2.130972 3.966648 1.8 -0.2 0.4
H 0.903115 11.711133 -9.572638 -0.1 -0.1 -0.1
C 14.385136 9.044641 7.316048 -1.4 0.6 1.2
C 5.915795 -11.459741 0.462663 -1.1 -0.2 1.2
C 2.150773 -4.722159 -5.204164 -1.8 -1.6 1.0
C -2.935608 -4.031320 3.424369 0.1 -1.3 0.3
C -5.257985 -0.922623 -4.788630 0.4 0.7 -1.6
H -10.370290 0.229115 -11.701109 0.1 0.1 -0.1
C -9.548189 -0.351835 -9.828831 -0.3 -0.3 -0.1
C -8.600919 -1.159229 -7.630909 -0.2 -0.7 1.1
C 12.916737 8.545799 7.266987 0.5 1.9 0.4
C 12.698529 7.318033 6.485525 0.0 -2.6 0.7
C -2.528888 -6.513890 -5.724986 0.7 -1.4 0.9
C -6.745893 10.296467 7.110815 -0.8 -0.6 -0.8
C 0.962922 -2.039329 3.498177 -0.7 -3.1 -1.5
C 13.500968 5.413100 5.139042 -1.3 1.5 0.3
C -5.206496 -0.280445 -6.042151 -0.3 -0.7 -0.3
C 11.253665 5.318315 6.131614 1.4 1.6 -0.1
H 2.942502 -0.194231 3.389351 -0.1 -0.8 0.1
C -0.398671 -2.783430 3.468728 -1.6 1.6 0.8
C -2.272426 -7.366702 -4.541505 -1.8 0.4 -0.7
C -0.412701 1.386943 4.538531 1.1 -0.7 -1.3
H 0.793490 3.135512 4.626180 -0.3 0.2 0.0
C 1.510611 5.582235 -5.720497 -0.7 -0.2 0.6
H -3.672226 -2.411135 4.570502 0.0 0.4 -0.2
O 1.983302 -2.652073 3.158516 -1.5 1.5 0.9
O -9.592589 -1.824802 -7.382365 0.6 0.5 0.2
H 5.421742 -12.490775 -1.365686 0.1 0.0 -0.1
C -7.101623 0.273652 -10.828771 0.6 -0.3 1.7
C 0.768206 2.085566 4.374404 -0.2 1.4 0.6
C 1.095735 11.216214 -8.632227 -0.3 -2.3 -1.6
H 1.505746 -7.149015 -2.823352 0.2 0.2 0.2
C -7.185922 -0.094758 -9.430697 -0.2 0.0 -0.4
C -5.669036 9.208639 7.088282 0.3 0.0 1.5
C -0.387662 0.016534 4.202273 0.8 1.0 0.9
H 10.710962 6.916302 7.371514 0.4 0.6 0.4
C -1.806676 -4.667752 2.932296 -0.2 -0.1 0.4
H -12.628569 -5.213945 7.925218 -0.5 -0.1 0.3
C 2.349084 -5.484468 -4.033096 0.0 -0.5 -1.2
C 1.448949 9.287815 -4.784702 -1.2 1.3 0.3
H 1.095166 7.754849 -2.542502 0.3 0.3 -0.1
C 1.070752 9.794967 -8.567341 0.1 1.1 0.0
C 13.756703 6.694690 5.731463 -1.3 -1.6 -0.2
Cl 0.882766 -9.286801 7.965462 -0.4 0.1 0.1
C 1.382049 -6.440556 -3.629069 -0.4 0.9 -1.2
C -7.443241 -1.019718 -6.645035 0.4 -0.5 1.5
C 1.718939 11.331908 -6.330377 -1.2 -1.2 -0.2
C 15.089930 7.318751 5.565879 1.4 2.0 -0.3
H -3.949974 -6.407216 -7.466294 0.6 1.2 0.1
H 3.762962 -10.803833 0.584172 0.1 0.0 -0.4
H -4.380721 -0.912588 -4.158793 0.0 0.2 0.1
H 17.981169 10.630156 7.360358 -0.1 0.1 0.0
H 1.764098 12.980768 -7.675649 -0.5 0.2 0.0
H -4.305816 0.263062 -6.286670 0.0 0.0 -0.3
H 5.646745 -10.740038 -1.520154 -0.7 0.0 0.0
H 10.306403 4.801125 6.171906 -0.1 0.2 0.4
O 15.983259 6.931472 4.823001 -1.4 -0.2 0.8
C -6.387529 -1.617750 -4.421741 -0.6 1.3 -1.1
H -10.578299 -0.569564 -9.588244 0.2 -0.4 0.9
Cl -8.246062 9.382942 6.829692 -1.0 -0.1 -0.2
H -1.255365 2.017831 4.779962 -0.5 -0.9 0.2
C -3.326218 -8.188836 -4.048861 1.2 1.3 -1.5
C 1.267219 7.170560 -3.434354 -0.6 0.3 -1.1
C -14.800803 -4.653598 7.845228 1.2 -0.6 -0.5
C -1.406403 -10.799703 8.015904 0.5 1.4 1.5
C -7.484621 -1.548731 -5.298189 0.0 -0.9 -0.6
O 12.016321 9.191666 7.803033 1.3 -1.2 -0.6
O 1.258331 10.040528 -3.814880 0.8 -1.9 -1.7
H 0.819262 9.216106 -9.443733 0.1 -0.1 0.0
H -5.688753 -7.723508 -6.440688 0.2 0.2 -0.4
C -5.995736 -0.001192 -8.424870 0.9 0.3 -2.4
C 1.983212 0.153605 3.743150 1.2 1.7 -0.6
C 16.624865 9.126060 6.513845 1.3 1.6 0.5
H -11.723171 -3.012842 7.179172 0.5 -0.6 1.0
C -0.154833 -5.663617 -5.451008 3.1 -1.5 3.0
Cl -4.170530 9.801555 6.438399 1.1 0.6 -0.5
H -15.192036 -5.657419 7.679774 0.1 -0.1 0.2
H -6.662763 11.020736 6.300491 0.3 -0.3 0.0
C 12.215096 4.841986 5.261308 0.8 -0.1 -0.1
H 6.357714 -10.499138 0.727327 0.2 -0.2 0.3
C 0.177572 -6.511343 -4.342083 -2.1 -0.6 0.3
C -4.741382 -7.565495 -5.946798 1.4 0.8 0.3
H -13.098413 -2.289905 6.901871 -1.3 -0.7 -1.1
C 0.853398 -0.631001 3.804060 -0.9 2.1 1.0
C -12.760367 -3.145054 7.487136 0.0 1.3 -0.2
C -1.646116 -0.695130 4.457567 -0.6 -1.0 -0.6
C 16.985870 10.213039 7.402842 -1.3 -2.0 -2.1
Cl -0.581387 -12.268160 7.659536 0.5 -1.3 -0.6
C 1.952265 1.545438 3.986115 -0.2 -1.5 0.3
H -1.901885 -5.701967 2.636082 0.1 0.0 -0.5
C -4.509410 -8.275842 -4.791210 0.6 -0.6 1.1
H -1.145055 -10.583465 9.051777 -0.6 -0.3 0.4
C 1.388081 7.763139 -4.701094 0.2 1.1 0.3
H 4.058456 -12.536038 0.795556 -0.1 0.0 -0.1
H 6.341069 -12.299579 1.012128 0.9 0.3 -0.2
H 1.244515 5.379635 -2.350260 -0.4 -0.3 0.1
C 1.221941 5.796468 -3.346321 1.4 -0.3 0.7
H 2.806383 2.206323 3.996010 0.3 -0.4 -0.4
C -13.296811 -4.573364 7.349703 -0.5 1.3 -0.5
C -8.442643 -0.530860 -8.948919 0.0 1.3 -2.0
C 7.367774 -11.680884 -1.594300 6.4 -0.3 -2.7
C 1.442688 6.977032 -5.872708 0.4 0.0 0.5
H -13.149155 -4.885326 6.315800 -0.5 -0.1 -0.1
H -6.399531 -2.039750 -3.427683 -0.5 -0.4 -0.1
C -0.783426 -9.587071 7.348854 0.1 -0.1 -1.2
H 4.406466 -11.389368 2.064347 0.3 -0.1 0.1
C 15.343691 8.600385 6.409355 0.5 -1.4 0.2
H 14.042926 10.426407 8.991630 -0.5 -0.2 -0.3
H -8.323662 -2.114804 -4.921406 -0.6 0.3 -0.5
H -14.792156 -4.442914 8.914638 -0.2 0.0 0.0
C -3.729202 -6.665561 -6.441148 -1.0 -1.9 0.8
C -0.947775 -7.456091 -3.859072 1.7 -1.4 2.5
C 0.893208 -4.870495 -5.834746 0.9 2.2 -0.8
C 11.541260 6.543194 6.790307 -0.5 -0.3 -1.5
H -3.901498 -4.513591 3.453724 0.0 -0.3 -0.2
H -0.611489 -9.733377 6.282484 -0.3 0.0 0.0
C 14.716556 10.049963 8.236039 0.7 0.6 -0.8
C -9.457778 0.127480 -11.132419 0.1 -0.6 1.1
H 3.332951 -5.428478 -3.591219 -0.1 -0.1 0.5
C 6.012598 -11.640098 -1.026050 0.2 0.4 -0.8
H 14.189534 4.936049 4.457363 0.4 0.2 0.2
H 2.911814 -4.078469 -5.619952 -0.1 0.1 0.1
C -15.726369 -3.761868 7.150077 -1.6 2.7 -1.9
H 1.937426 12.010533 -5.519124 0.1 -0.5 0.4
C -6.236206 -0.410608 -7.033146 0.2 -0.1 2.0
C -1.382160 -5.649584 -6.177874 -1.7 2.0 -4.0
C 1.363441 9.164774 -7.366224 -0.5 -1.4 1.4
O 1.428667 6.968626 -8.304900 0.1 1.1 3.0
H 0.640657 -4.190955 -6.635272 0.3 0.0 -0.4
H 1.420219 4.951983 -6.592852 0.5 0.0 -0.2
C 1.477575 11.944975 -7.568711 1.4 0.2 2.0
H -2.484475 -10.947850 7.953419 0.1 0.3 -0.5
N 8.471003 -11.652420 -2.109345 -6.4 -0.2 3.0
H 16.107797 11.657005 8.665010 0.0 -0.1 0.6
C 4.458797 -11.540281 0.986116 0.0 0.3 -0.2
H 11.941577 3.995251 4.649241 0.3 -0.3 0.0
H -6.988038 10.856497 8.014048 0.9 -0.3 0.2
O -2.640221 -0.142843 4.915393 1.0 -0.8 -0.3
C 15.969339 10.712795 8.159344 -0.9 -0.1 0.7
H -8.119400 0.812867 -12.637478 0.2 -0.3 -0.2
H -5.872637 8.263310 6.585305 -0.7 0.6 -0.4
C 1.462048 4.982705 -4.438524 -0.7 0.9 -1.3
C -2.827586 -2.818997 4.035122 0.2 0.8 -0.1
O -1.429016 -4.892105 -7.202987 -0.7 -2.5 2.9
H 1.454654 3.908895 -4.323258 0.1 0.0 -0.1
C -0.546641 -4.066433 2.967629 -0.3 0.3 -0.7
H -1.389122 -8.691138 7.484959 0.1 -0.1 0.2
O -4.877134 0.341167 -8.811957 -1.7 -0.3 0.5
C 1.427122 7.622166 -7.233608 -0.4 -0.3 -3.2
O -0.747470 -8.275574 -2.906032 -0.7 2.6 -3.1
H -13.055677 -2.679890 8.427630 0.9 -0.5 0.8
```
Positions in Å, forces in eV/Å.

Mulliken atomic charge list, values in e, 5 entries:
1 N -0.422
2 H 0.340
3 H 0.392
4 C 0.316
5 C -0.467